Entry from OMol25: a cluster of 3 separate species, C14H33B3NO12PS in total (ωB97M-V/def2-TZVPD).

ORCA input file:
```
! wB97M-V def2-TZVPD RIJCOSX def2/J DEFGRID3
* xyz 0 1
S 2.262 4.116 2.762
P 2.108 -0.764 5.541
O -4.500 3.558 1.099
O -6.672 1.518 1.734
O 3.301 -0.982 6.596
O 0.882 -1.396 6.336
O 1.092 -0.383 2.555
O 3.549 -1.798 -3.120
O 1.377 -2.684 -5.078
O 1.912 0.629 5.139
O 2.577 -1.923 1.608
O 3.989 -0.912 -6.002
O -3.395 1.293 2.799
O 2.568 0.336 0.837
N 0.915 1.918 1.747
C 4.264 0.436 -6.304
C -6.343 2.045 0.463
C -4.424 3.470 2.511
C -7.912 1.946 2.244
C 4.933 -1.525 -5.147
C 0.992 -4.036 -5.150
C -4.880 2.412 0.361
C 2.327 -1.159 -3.444
C 4.278 -2.448 -4.146
C 1.514 2.877 2.180
C -2.200 0.644 2.425
C -3.246 2.681 3.035
C 2.487 -1.879 4.169
C 1.191 -2.084 -3.812
B 3.121 -0.928 0.811
B 1.539 0.611 1.723
B 2.001 -1.396 2.753
H -1.653 1.219 1.672
H -3.176 2.859 4.117
H 4.102 -0.537 6.297
H -7.915 1.733 3.312
H 5.515 -0.768 -4.608
H -5.358 3.106 2.946
H -8.750 1.414 1.778
H -4.281 4.502 2.842
H 5.066 0.532 -7.045
H -0.096 -4.146 -5.229
H 1.081 -2.850 -3.034
H 2.028 -0.655 -2.520
H 2.119 -2.888 4.372
H 4.088 -1.177 0.174
H -2.474 -0.322 1.999
H 1.340 -4.599 -4.277
H 3.575 -1.967 4.132
H 0.270 -1.485 -3.834
H 0.945 -2.345 6.470
H 5.087 -2.962 -3.621
H -4.702 2.686 -0.682
H 3.677 -3.208 -4.651
H -8.055 3.022 2.100
H -1.543 0.479 3.285
H -2.327 3.054 2.568
H 2.469 -0.389 -4.206
H 5.629 -2.126 -5.749
H -4.250 1.551 0.593
H -6.551 1.286 -0.305
H 3.354 0.868 -6.717
H 4.544 0.998 -5.407
H 1.450 -4.458 -6.043
H -6.954 2.928 0.241
*
```

## Properties
**Calculated total energy**: -2325.25972 hartree
**Gap between HOMO and LUMO**: 8.9 eV
**LUMO level**: 0.009 eV


Entry from OMol25: a cluster of 5 separate species, C14H33BF7O7S2 in total at a distorted geometry (ωB97M-V/def2-TZVPD).

ORCA input file:
```
! wB97M-V def2-TZVPD RIJCOSX def2/J DEFGRID3
* xyz -1 1
S 2.548 -0.857 0.032
S -2.687 1.463 0.292
F 7.129 0.357 -0.140
F 6.858 -1.418 1.047
F 4.267 1.023 -0.971
F 3.193 1.554 0.871
F 5.618 1.314 1.543
F 5.815 -1.191 -0.820
F 4.733 -0.600 2.114
O 3.816 5.032 -0.458
O -4.431 4.092 0.408
O 1.201 -1.641 -2.297
O -4.149 -5.137 -0.609
O -2.379 -2.871 1.618
O 3.359 -2.052 -0.163
O 1.832 -0.801 1.302
C -4.724 -5.225 -2.978
C -1.849 -0.106 0.733
C -1.804 -5.233 1.674
C 5.073 0.156 1.059
C -5.114 -5.576 -1.554
C 3.823 0.530 0.226
C -4.374 5.491 0.180
C 4.785 4.631 0.508
C -0.923 -0.702 -0.325
C 0.055 0.270 -1.009
C 6.136 4.360 -0.131
C 6.227 -0.550 0.254
C -4.723 6.293 1.421
C -1.293 -3.805 1.687
B 1.408 -0.423 -1.528
H 6.875 4.070 0.618
H -3.755 -5.660 -3.223
H -0.347 -1.493 0.167
H 2.075 0.385 -2.177
H -4.640 -4.143 -3.098
H -1.280 0.103 1.646
H -5.744 6.077 1.746
H -0.671 -3.611 0.817
H -2.928 -3.026 2.393
H 1.811 -1.631 -3.039
H -4.067 -4.178 -0.678
H -2.640 -0.800 1.000
H -3.351 5.698 -0.132
H -4.051 6.031 2.238
H -2.451 -5.424 2.536
H 6.057 3.554 -0.864
H 0.259 1.137 -0.365
H -5.041 5.767 -0.647
H -1.554 -1.189 -1.082
H -5.465 -5.592 -3.690
H -2.392 -5.390 0.773
H 3.718 4.310 -1.088
H -0.982 -5.951 1.697
H -5.182 -6.657 -1.431
H -5.326 3.862 0.673
H -6.093 -5.145 -1.314
H 4.431 3.738 1.029
H -0.418 0.675 -1.917
H -4.645 7.366 1.233
H 6.494 5.250 -0.653
H -2.280 1.647 -0.967
H 4.853 5.446 1.228
H -0.694 -3.605 2.581
*
```

## Properties
**Calculated total energy**: -2600.26111 hartree
**Gap between HOMO and LUMO**: 8.1 eV
**LUMO level**: 2.516 eV


Entry from OMol25: a cluster of 2 separate species, C14H33BN2 in total (ωB97M-V/def2-TZVPD).

ORCA input file:
```
! wB97M-V def2-TZVPD RIJCOSX def2/J DEFGRID3
* xyz 0 1
N 2.808 1.715 1.326
N -1.194 -1.530 -1.759
C -2.941 -1.090 -3.350
C -2.680 -1.327 -1.870
C -1.369 -1.976 0.842
C 2.930 2.007 2.575
C 4.157 2.590 3.135
C -0.784 -2.334 -0.535
C -2.079 2.431 -1.059
C -0.910 -2.389 -2.985
C -1.868 -1.920 -4.082
C -0.406 -1.384 1.877
C -1.445 1.374 -0.156
C -0.230 0.702 -0.792
C -0.403 -0.250 -1.956
C 1.784 1.730 3.539
B 5.331 1.382 3.386
H -2.835 -0.033 -3.589
H -1.721 -2.925 1.251
H -3.957 -1.369 -3.620
H -3.003 2.812 -0.624
H 3.946 3.104 4.076
H 0.589 -1.824 1.795
H -1.359 -1.331 -4.842
H 0.386 0.214 -0.038
H -0.302 -0.305 1.803
H 5.182 0.498 2.549
H 1.895 1.275 1.175
H -0.834 0.256 -2.820
H 0.922 2.338 3.239
H -1.117 -3.342 -0.770
H -2.203 0.654 0.153
H -2.998 -0.499 -1.248
H -2.265 -1.364 0.751
H -1.106 1.849 0.766
H 1.482 0.679 3.467
H -1.404 3.276 -1.193
H 0.143 -2.304 -3.233
H 6.441 1.884 3.258
H -3.144 -2.247 -1.514
H -0.774 -1.590 2.881
H 4.560 3.297 2.403
H -2.298 -2.783 -4.585
H 2.032 1.964 4.573
H 5.177 0.901 4.512
H 0.413 1.496 -1.183
H -1.123 -3.417 -2.706
H 0.307 -2.342 -0.529
H 0.590 -0.588 -2.247
H -2.322 2.035 -2.050
*
```

## Properties
**Energy relative to the best compared isomer or geometry (same formula, charge and spin)**: 0.0 kJ/mol
**Calculated total energy**: -687.42204 hartree
**Gap between HOMO and LUMO**: 5.6 eV
**LUMO level**: -0.753 eV


Entry from OMol25: a cluster of 4 separate species, C14H33BN3O10PS in total at a distorted geometry (ωB97M-V/def2-TZVPD).

ORCA input file:
```
! wB97M-V def2-TZVPD RIJCOSX def2/J DEFGRID3
* xyz 0 1
S -1.971 0.188 -0.397
P 1.293 2.476 -0.865
O -0.994 2.953 -2.474
O -0.074 1.630 -5.525
O -2.608 4.238 0.235
O -1.982 -1.165 -0.808
O 0.078 -0.892 5.384
O 3.300 -1.252 2.374
O -0.549 0.698 0.000
O -2.878 0.559 0.644
O -3.906 3.470 -1.578
O -2.159 1.145 -1.623
N 3.624 -3.180 3.526
N -1.429 -1.839 3.977
N -2.043 0.555 -5.850
C 4.417 -3.756 2.455
C -1.565 2.442 -1.309
C -2.749 1.493 -4.995
C 1.595 0.978 -1.866
C -2.587 -2.691 3.801
C -0.825 -1.217 2.809
C -2.773 -0.528 -6.476
C 2.334 2.233 0.629
C -0.449 2.145 -0.248
C 3.789 2.109 0.155
C 3.382 -3.948 4.730
C -0.892 -1.601 5.184
C 3.130 -1.937 3.367
C -0.719 0.732 -6.028
B -2.745 3.426 -0.839
H 3.833 -3.811 1.536
H 4.468 2.331 0.975
H 1.737 0.090 -1.250
H 0.740 0.797 -2.516
H 5.294 -3.139 2.257
H -2.913 -3.073 4.766
H 2.854 -4.875 4.495
H -3.802 1.222 -4.954
H -2.344 -3.536 3.153
H 2.773 -3.364 5.417
H -2.092 -1.128 -7.075
H 2.479 1.170 -2.468
H -3.786 3.346 -2.520
H -1.490 3.701 -2.812
H -2.648 2.506 -5.393
H 4.735 -4.755 2.742
H 3.980 2.817 -0.652
H 2.239 3.150 1.212
H -3.163 5.013 0.127
H -1.371 -1.507 1.916
H -0.642 2.658 0.690
H -3.407 -2.130 3.349
H -0.267 -0.028 -6.689
H -0.850 -0.133 2.915
H 0.216 -1.527 2.714
H -1.422 -2.120 6.002
H -2.325 1.471 -3.995
H -3.559 -0.137 -7.125
H 2.539 -1.589 4.231
H 4.002 1.100 -0.193
H -3.230 -1.169 -5.720
H 4.324 -4.198 5.222
H 2.052 1.386 1.255
*
```

## Properties
**Calculated total energy**: -2234.39020 hartree
**Gap between HOMO and LUMO**: 8.4 eV
**LUMO level**: 0.053 eV


Entry from OMol25: a structure of composition C14H33F6O21P3S2Zn at a distorted geometry (ωB97M-V/def2-TZVPD).

ORCA input file:
```
! wB97M-V def2-TZVPD RIJCOSX def2/J DEFGRID3
* xyz 0 1
Zn -0.589 -0.230 -0.287
S -2.871 -2.051 -4.594
S -2.988 -3.694 2.944
P -4.640 3.303 -0.817
P 2.524 1.838 3.839
P 3.233 -3.963 0.420
F -2.901 -4.690 -4.579
F -1.107 -3.949 -5.639
F -3.070 -3.923 -6.586
F -5.534 -4.209 2.253
F -4.089 -4.867 0.765
F -4.413 -6.001 2.631
O 3.085 1.413 -4.721
O 3.012 0.665 4.873
O 4.744 -3.572 -0.163
O -4.649 4.330 -2.080
O -3.544 2.317 -0.843
O 1.968 1.759 -2.777
O -2.170 -1.097 -5.422
O -3.568 -3.217 4.233
O -1.843 -4.578 3.199
O -6.123 2.568 -0.980
O 3.892 2.523 3.283
O 3.594 -4.099 2.008
O -2.132 -2.087 -3.304
O -4.338 -1.886 -4.512
O -2.625 -2.602 1.984
O 3.034 -5.441 -0.076
O 2.793 3.533 -3.992
O 1.610 1.394 2.791
O -4.797 4.230 0.548
O 1.841 2.935 4.841
O 2.159 -2.995 0.028
C 2.594 2.200 -3.736
C 4.731 -4.727 2.502
C -4.442 3.935 -3.443
C 0.976 3.951 4.203
C 5.214 -2.242 -0.147
C 4.274 1.760 -5.477
C -2.425 -3.772 -5.407
C 4.873 3.134 4.026
C -6.466 1.297 -0.449
C 1.747 -5.917 -0.123
C 2.074 -0.124 5.644
C 2.121 4.591 -3.270
C -6.055 4.832 0.804
C -4.341 -4.775 2.061
H 4.921 -5.694 2.036
H 4.960 4.137 3.608
H -5.272 3.323 -3.798
H 1.062 0.167 5.363
H 1.778 -6.541 0.770
H 0.947 -5.193 0.030
H 1.658 -6.385 -1.103
H 4.510 -5.009 3.531
H 6.176 -2.168 0.361
H 5.314 -2.063 -1.217
H 4.666 3.168 5.096
H 2.299 5.577 -3.699
H -6.689 4.724 -0.076
H -6.007 5.903 1.003
H 2.174 -1.167 5.346
H 4.966 1.973 -4.663
H 4.657 0.907 -6.037
H -0.029 3.620 4.468
H -4.460 4.815 -4.087
H 4.464 -1.591 0.302
H 2.097 -0.074 6.733
H -6.634 4.515 1.672
H -5.801 0.890 0.313
H -3.551 3.338 -3.636
H 5.673 -4.194 2.369
H 1.104 3.974 3.121
H -6.487 0.500 -1.192
H 5.874 2.708 3.965
H 1.214 4.910 4.663
H 4.076 2.599 -6.144
H 1.042 4.518 -3.408
H 2.349 4.680 -2.208
H -7.426 1.335 0.065
*
```

## Properties
**Energy relative to the best compared isomer or geometry (same formula, charge and spin)**: 1382.7 kJ/mol
**Calculated total energy**: -6332.13961 hartree
**Gap between HOMO and LUMO**: 2.5 eV
**LUMO level**: -6.574 eV


Entry from OMol25: a cluster of 3 separate species, C14H33N3O6P in total (ωB97M-V/def2-TZVPD).

ORCA input file:
```
! wB97M-V def2-TZVPD RIJCOSX def2/J DEFGRID3
* xyz 1 1
P 2.322 -1.876 0.183
O -3.809 2.214 2.190
O -0.136 0.249 -2.008
O 0.347 -0.434 -7.243
O -1.207 1.065 -7.245
O -1.987 1.295 -2.554
O -5.268 1.790 3.717
N 3.229 -3.234 -0.109
N -0.561 0.184 -6.722
N -4.953 2.163 2.610
C -6.053 2.590 1.699
C -0.615 2.440 -0.964
C -0.060 -1.507 1.789
C -1.052 2.072 0.469
C -0.594 -1.945 3.151
C 1.049 0.192 -1.228
C 3.482 -0.624 0.772
C 4.148 1.151 2.427
C 1.167 -2.380 1.457
C 3.016 0.256 1.942
C -0.985 1.332 -1.915
C -0.886 -0.182 -5.315
C 1.552 -1.251 -1.320
C -1.161 -1.621 0.740
H 0.724 -1.908 -1.594
H 4.941 0.564 2.890
H 0.168 -1.866 3.928
H 3.785 1.869 3.159
H -1.149 3.318 -1.320
H 4.394 -1.162 1.046
H -2.021 -1.026 1.049
H -0.929 -2.984 3.115
H 0.016 -0.023 -4.731
H 2.705 -4.065 -0.360
H 0.251 -0.461 1.880
H -5.617 2.891 0.755
H 2.311 -1.353 -2.099
H -1.500 -2.657 0.660
H 3.731 0.008 -0.085
H -6.722 1.742 1.590
H 2.171 0.873 1.626
H 4.587 1.708 1.598
H -1.147 0.991 0.597
H 0.834 0.481 -0.196
H 4.011 -3.111 -0.744
H 0.840 -3.398 1.216
H 2.671 -0.373 2.765
H 0.450 2.667 -1.001
H -0.877 -1.270 -0.253
H -1.445 -1.329 3.439
H -0.335 2.435 1.207
H 1.801 0.874 -1.631
H -1.701 0.437 -4.962
H -2.023 2.490 0.716
H -6.572 3.407 2.190
H -1.148 -1.236 -5.314
H 1.806 -2.469 2.342
*
```

## Properties
**Calculated total energy**: -1509.91631 hartree
**Gap between HOMO and LUMO**: 10.0 eV
**LUMO level**: -2.634 eV


What is the formula in the fourth record?
C14H33BN3O10PS


Among the records above, which one has the highest LUMO level?
C14H33BF7O7S2


Among the records above, which one has the lowest calculated total energy?
C14H33F6O21P3S2Zn


calculated total energy of number 1 (C14H33B3NO12PS)?
-2325.25972 hartree